Below is C26H34N4O5 in the gas phase, with properties calculated with ωB97M-V/def2-TZVPD.

Atoms and positions in Å:
C (3.758, -1.132, -3.426)
C (3.820, -2.612, -3.068)
C (2.528, -3.136, -2.424)
N (2.226, -2.496, -1.162)
C (3.013, -2.918, -0.013)
C (2.508, -4.227, 0.601)
C (1.066, -4.120, 1.080)
C (1.338, -1.502, -0.984)
O (1.219, -0.909, 0.076)
C (0.443, -1.120, -2.169)
N (-0.473, -0.079, -1.755)
C (-0.117, 1.207, -2.112)
O (0.830, 1.406, -2.849)
N (-0.889, 2.229, -1.615)
C (-0.495, 3.599, -1.931)
C (0.068, 4.354, -0.726)
C (1.513, 4.012, -0.364)
C (1.698, 2.644, 0.291)
C (0.979, 2.535, 1.626)
O (0.743, 3.490, 2.340)
N (0.664, 1.268, 1.970)
C (0.164, 0.949, 3.293)
C (-0.880, -0.114, 3.271)
C (-2.227, -0.068, 3.475)
C (-2.685, -1.406, 3.412)
C (-1.585, -2.164, 3.167)
O (-0.488, -1.394, 3.083)
C (-2.058, 2.072, -0.885)
O (-2.737, 3.029, -0.580)
C (-2.388, 0.689, -0.542)
C (-3.541, 0.433, 0.197)
C (-3.879, -0.857, 0.537)
C (-3.039, -1.899, 0.165)
C (-1.892, -1.662, -0.564)
C (-1.558, -0.362, -0.950)
H (4.718, -0.804, -3.815)
H (3.525, -0.529, -2.552)
H (3.005, -0.946, -4.189)
H (4.658, -2.782, -2.391)
H (4.003, -3.200, -3.969)
H (1.700, -2.999, -3.119)
H (2.637, -4.209, -2.240)
H (4.057, -3.029, -0.316)
H (2.944, -2.123, 0.732)
H (2.597, -5.041, -0.122)
H (3.157, -4.465, 1.446)
H (0.389, -3.994, 0.238)
H (0.948, -3.265, 1.741)
H (0.777, -5.021, 1.615)
H (-0.117, -1.977, -2.551)
H (1.051, -0.690, -2.969)
H (0.241, 3.548, -2.735)
H (-1.394, 4.113, -2.283)
H (-0.575, 4.191, 0.139)
H (0.023, 5.417, -0.970)
H (1.865, 4.766, 0.343)
H (2.135, 4.064, -1.261)
H (1.392, 1.835, -0.367)
H (2.763, 2.502, 0.502)
H (0.903, 0.492, 1.366)
H (0.996, 0.614, 3.929)
H (-0.249, 1.872, 3.708)
H (-2.815, 0.809, 3.650)
H (-3.690, -1.751, 3.541)
H (-1.453, -3.221, 3.041)
H (-4.150, 1.277, 0.483)
H (-4.779, -1.058, 1.094)
H (-3.283, -2.912, 0.447)
H (-1.258, -2.494, -0.821)

Calculated values
ΔE to the lowest compared entry with this formula, charge and spin in kcal/mol: 0.5

Below is a molecular structure, C29H43GaIN2O14S at a distorted geometry, with properties calculated with ωB97M-V/def2-TZVPD.

Atoms and positions in Å:
C (1.534, -3.308, 1.208)
C (1.004, -2.241, 1.032)
Ga (0.113, -0.480, 0.568)
C (0.639, 0.952, 1.906)
C (-0.557, 1.848, 2.274)
C (-0.493, 3.222, 1.616)
C (-1.895, 3.853, 1.533)
C (-2.657, 3.241, 0.366)
C (-4.067, 3.839, 0.204)
C (-5.075, 2.898, 0.866)
S (-5.622, 1.736, -0.407)
C (-5.911, 0.259, 0.445)
N (-6.972, -0.486, 0.277)
N (-6.813, -1.579, 1.109)
C (-5.674, -1.409, 1.713)
O (-5.047, -0.286, 1.337)
C (0.858, 0.013, -1.317)
C (-0.187, 0.433, -2.219)
O (-0.566, 1.543, -2.396)
I (-1.180, -1.152, -3.378)
H (2.112, -4.189, 1.083)
H (-1.487, -0.622, 0.519)
H (1.413, 1.594, 1.497)
H (1.056, 0.466, 2.776)
H (-0.562, 2.007, 3.354)
H (-1.479, 1.338, 2.003)
H (-0.167, 3.086, 0.582)
H (0.204, 3.877, 2.128)
H (-2.401, 3.647, 2.478)
H (-1.788, 4.928, 1.391)
H (-2.070, 3.440, -0.527)
H (-2.737, 2.165, 0.477)
H (-4.277, 3.914, -0.859)
H (-4.103, 4.823, 0.662)
H (-4.639, 2.406, 1.729)
H (-5.932, 3.460, 1.231)
H (-5.266, -2.078, 2.444)
H (1.286, -0.914, -1.692)
H (1.658, 0.743, -1.273)
C (6.879, 1.532, 3.852)
C (5.496, 0.927, 3.805)
C (4.686, 1.298, 2.585)
O (3.343, 1.229, 3.072)
C (3.380, 1.459, 4.405)
O (2.431, 1.660, 5.089)
O (4.663, 1.437, 4.860)
H (7.450, 1.249, 2.967)
H (6.826, 2.613, 3.911)
H (7.416, 1.192, 4.735)
H (5.550, -0.160, 3.919)
H (4.820, 0.604, 1.758)
H (4.882, 2.316, 2.239)
C (-2.317, -4.602, -7.086)
C (-0.848, -4.585, -6.750)
C (-0.213, -3.214, -6.759)
O (1.146, -3.514, -7.118)
C (1.141, -4.665, -7.828)
O (2.071, -5.094, -8.430)
O (-0.074, -5.263, -7.760)
H (-2.874, -3.968, -6.396)
H (-2.481, -4.255, -8.106)
H (-2.713, -5.616, -7.022)
H (-0.669, -5.090, -5.797)
H (-0.259, -2.721, -5.792)
H (-0.637, -2.556, -7.521)
C (-9.439, -3.126, -0.114)
C (-10.025, -4.216, -0.973)
C (-9.284, -4.466, -2.266)
O (-10.327, -4.947, -3.129)
C (-11.499, -4.438, -2.679)
O (-12.528, -4.492, -3.272)
O (-11.335, -3.860, -1.467)
H (-8.402, -3.339, 0.136)
H (-9.487, -2.162, -0.620)
H (-10.001, -3.027, 0.815)
H (-10.130, -5.140, -0.397)
H (-8.498, -5.211, -2.171)
H (-8.867, -3.553, -2.695)
C (12.280, 2.162, 1.953)
C (11.336, 3.269, 2.349)
C (11.895, 4.254, 3.352)
O (10.717, 4.691, 4.040)
C (9.796, 3.697, 3.953)
O (8.782, 3.656, 4.565)
O (10.200, 2.753, 3.065)
H (13.201, 2.572, 1.540)
H (12.519, 1.537, 2.814)
H (11.821, 1.517, 1.204)
H (10.963, 3.786, 1.461)
H (12.397, 5.099, 2.887)
H (12.568, 3.785, 4.073)

Calculated values
Net charge: -1

Number 1: E_LUMO 0.473 eV, Kohn-Sham gap 0.3258 hartree. Number 2: E_LUMO 1.499 eV, Kohn-Sham gap 0.2535 hartree.